w) {
  "formula": "C5H10N2",
  "method": "the ωB97M-V functional and the def2-TZVPD basis",
  "elements": ["C", "C", "N", "C", "C", "C", "N", "H", "H", "H", "H", "H", "H", "H", "H", "H", "H"],
  "coordinates": [[-1.780, -0.456, -0.400], [-0.131, 1.326, 0.532], [0.835, -0.699, -1.392], [-0.438, -0.256, 0.266], [2.273, 0.871, -0.564], [-0.062, -1.097, 1.254], [1.921, -0.088, -1.199], [0.889, -1.705, -1.273], [3.127, 1.515, -0.572], [-2.057, -1.507, -0.444], [-2.574, 0.096, 0.097], [-1.710, -0.109, -1.431], [-0.595, -2.018, 1.439], [0.858, -0.957, 1.796], [0.555, 1.493, 1.362], [0.003, 1.942, -0.362], [-1.113, 1.650, 0.891]],
  "nbo_charge": [-0.6562, -0.6467, -0.4529, 0.0699, 0.0155, -0.4917, -0.0730, 0.3582, 0.2074, 0.2100, 0.2127, 0.2202, 0.1893, 0.1930, 0.2246, 0.2082, 0.2114],
  "homo_energy_ev": [-7.59, -7.59],
  "mol_weight_g_mol": 98.149,
  "multiplicity": 1,
  "charge": 0,
  "homo_lumo_gap_ev": [7.631, 7.636]
}

---

x) {
  "formula": "C5H10N2",
  "method": "the ωB97M-V functional and the def2-TZVPD basis",
  "elements": ["C", "C", "N", "C", "N", "C", "C", "H", "H", "H", "H", "H", "H", "H", "H", "H", "H"],
  "coordinates": [[1.528, -1.347, 2.299], [0.729, -1.053, 0.988], [0.410, 0.423, 0.964], [0.125, 1.016, -0.102], [-0.357, 0.510, -1.297], [-1.053, 1.463, -2.220], [-1.755, 0.281, -1.570], [2.357, -0.587, 2.442], [1.957, -2.295, 2.182], [0.899, -1.369, 3.186], [1.319, -1.420, 0.095], [-0.214, -1.563, 1.124], [0.274, 2.101, -0.099], [-0.643, 1.460, -3.227], [-1.270, 2.445, -1.874], [-2.410, 0.572, -0.767], [-1.896, -0.638, -2.125]],
  "nbo_charge": [-0.5995, -0.2576, -0.4553, 0.2828, -0.4480, -0.2545, -0.2287, 0.2102, 0.1977, 0.2050, 0.1960, 0.1898, 0.1467, 0.2065, 0.1940, 0.2017, 0.2129],
  "homo_energy_ev": -8.75,
  "mol_weight_g_mol": 98.149,
  "multiplicity": 1,
  "charge": 0,
  "smiles": "CC/N=C\\N1CC1",
  "homo_lumo_gap_ev": 9.863
}

---

Stability, lowest: w)